94
Properties=species:S:1:pos:R:3:forces:R:3:lowdin_charge:R:1 method="wB97M-V/def2-TZVPD" multiplicity=5 s2=6.057 homo_energy_ev="-13.57 / -13.56" total_energy_ev=-69295.5053 relative_energy_ev=0.5586 lumo_ha="-0.2324 / -0.3050" total_charge=+2 gap_ha="0.266 / 0.193"
Pt -0.59099 0.43827 -1.26801 0.057 -0.085 0.040 1.200
N 3.85185 -6.62177 -7.33052 -0.023 0.052 0.044 0.188
C 3.37927 -5.80751 -6.67306 -0.068 0.124 0.086 -0.162
C 2.77984 -4.78947 -5.84047 0.087 -0.155 -0.100 -0.208
C 1.83131 -3.92298 -6.37506 -0.036 0.034 -0.043 0.006
C 1.24695 -2.95908 -5.56918 -0.021 0.001 -0.026 -0.002
C 1.61327 -2.85736 -4.23178 -0.109 0.022 0.066 -0.217
C 2.56804 -3.71789 -3.70221 0.036 -0.008 0.004 -0.010
C 3.15239 -4.68460 -4.50345 0.027 -0.008 0.030 -0.001
C 0.97201 -1.83086 -3.35344 0.216 0.042 -0.117 -0.033
C -0.29233 -2.17272 -2.79297 -0.366 -0.051 0.137 -0.230
C -1.02393 -3.31930 -3.04264 0.078 -0.197 -0.104 0.050
C -2.25223 -3.23108 -2.32720 0.021 -0.090 -0.038 -0.018
C -2.22617 -2.04522 -1.65976 0.140 -0.007 0.050 -0.127
N -1.03813 -1.38536 -1.91097 -0.103 0.011 -0.135 -0.152
C 1.62693 -0.64117 -3.18961 -0.100 -0.106 0.127 -0.235
C 2.81927 -0.20668 -3.85318 0.184 0.179 -0.052 0.032
C 3.02225 1.10166 -3.51192 0.127 -0.146 -0.137 -0.018
C 1.96130 1.45905 -2.63992 -0.175 -0.141 0.111 -0.102
N 1.15369 0.43562 -2.43149 0.370 0.279 -0.102 -0.093
H 1.55667 -4.00602 -7.41777 -0.006 0.003 0.011 0.132
H 0.51068 -2.28050 -5.98313 0.009 -0.025 0.003 0.135
H 2.85765 -3.63059 -2.66172 -0.006 -0.012 -0.017 0.121
H 3.89719 -5.35795 -4.10175 -0.012 0.004 0.005 0.129
H -0.69850 -4.13482 -3.67126 -0.047 0.017 0.034 0.133
H -3.04983 -3.95607 -2.30621 0.055 -0.013 -0.039 0.118
H -2.96418 -1.62658 -0.99343 0.041 0.096 -0.017 0.109
H 3.40820 -0.81050 -4.52616 -0.020 0.016 0.021 0.132
H 3.80932 1.75736 -3.84806 -0.030 -0.018 0.007 0.117
H 1.77066 2.42142 -2.18616 -0.002 -0.021 -0.002 0.125
C -3.53081 7.12317 3.26231 0.034 -0.085 -0.009 -0.026
C -2.56176 6.03934 2.86086 -0.088 0.068 0.058 -0.196
C -1.35174 5.92592 3.54034 0.043 0.046 0.027 0.006
C -0.37248 5.00677 3.17224 0.000 -0.005 0.011 -0.041
C -0.60657 4.17364 2.10761 -0.016 -0.029 -0.042 -0.001
C -1.85254 4.22170 1.46260 -0.004 -0.018 -0.134 -0.172
N -2.01562 3.33154 0.39430 -0.057 0.095 0.072 0.188
C -3.08745 2.53783 0.12983 0.152 0.023 0.054 -0.192
C -4.03780 2.26555 1.13654 0.003 -0.064 0.022 0.010
C -5.13116 1.48124 0.85141 0.010 0.008 -0.011 -0.023
C -5.29948 0.95906 -0.43190 0.012 0.015 -0.005 -0.003
C -4.34614 1.19950 -1.42280 -0.040 -0.109 -0.053 0.003
C -3.22158 1.95121 -1.16086 -0.175 0.315 -0.016 -0.097
C -2.27430 2.25573 -2.30937 0.187 0.263 0.392 -0.584
O -2.68840 2.34990 -3.42432 0.173 0.019 -0.172 0.163
O -0.97474 2.38221 -1.93706 -0.569 -0.445 -0.054 -0.243
C -2.84436 5.16704 1.80235 -0.099 -0.026 -0.028 -0.135
C -4.11142 5.32654 1.00050 0.070 -0.013 0.013 -0.006
H -3.13031 7.70829 4.08692 -0.004 -0.024 0.008 0.086
H -4.49147 6.71104 3.57542 0.010 -0.011 -0.024 0.098
H -3.72194 7.80813 2.43495 0.014 0.006 0.014 0.093
H -1.15627 6.60059 4.36475 -0.005 -0.015 -0.009 0.127
H 0.55944 4.95408 3.71846 -0.006 0.027 -0.028 0.119
H 0.12971 3.44552 1.78576 -0.025 0.018 0.015 0.111
H -1.25480 3.25319 -0.28743 0.033 -0.067 0.012 0.131
H -3.87347 2.65506 2.13318 -0.007 0.010 -0.033 0.136
H -5.86059 1.27410 1.62276 0.010 -0.011 -0.010 0.126
H -6.17726 0.37071 -0.66377 0.017 -0.013 0.003 0.126
H -4.48045 0.81718 -2.42726 -0.030 0.014 0.018 0.138
H -4.91113 4.67555 1.35696 -0.003 0.047 0.028 0.091
H -3.95324 5.10845 -0.05643 -0.005 -0.034 0.020 0.096
H -4.48224 6.34406 1.07281 0.039 0.035 -0.027 0.082
C -0.37245 -4.05417 4.52446 0.020 -0.025 -0.028 -0.094
C 0.88772 -3.22359 4.29518 -0.057 -0.045 0.012 -0.255
C 1.74906 -3.71720 3.13511 0.002 0.001 -0.003 -0.185
C 1.02809 -3.76047 1.78730 -0.094 0.065 -0.043 -0.155
N 0.29404 -2.52678 1.46744 0.107 -0.027 0.124 0.032
C 0.84171 -1.38373 1.08004 -0.154 -0.010 0.057 -0.717
S -0.25755 -0.00420 1.02772 0.232 0.124 0.120 0.632
N 2.13003 -1.31864 0.82320 0.065 0.123 -0.146 0.069
C 2.93813 -0.15902 0.40888 -0.111 -0.059 0.125 -0.174
C 4.18279 0.00147 1.27464 -0.003 0.006 0.030 -0.180
C 3.95575 0.69773 2.61675 -0.034 -0.035 0.004 -0.240
C 3.11902 -0.08653 3.62429 0.003 0.016 -0.011 -0.097
H -0.92289 -3.69503 5.39311 0.013 -0.001 -0.011 0.081
H -0.12340 -5.10254 4.70237 -0.005 0.030 -0.010 0.087
H -1.06173 -4.02487 3.67405 0.028 0.020 0.020 0.062
H 1.50111 -3.24850 5.19733 -0.010 0.028 -0.003 0.118
H 0.62503 -2.17159 4.14276 0.000 -0.008 -0.002 0.094
H 2.08863 -4.73570 3.33904 0.047 0.018 -0.020 0.128
H 2.64739 -3.09831 3.06054 0.001 -0.010 0.022 0.089
H 0.29053 -4.55904 1.76469 -0.023 -0.008 0.022 0.129
H 1.72503 -3.96888 0.97233 -0.018 -0.054 -0.032 0.121
H -0.67290 -2.47062 1.74840 -0.023 -0.019 -0.083 0.123
H 2.65556 -2.17181 0.95709 0.024 -0.006 0.016 0.137
H 2.30837 0.72541 0.47501 -0.067 0.026 -0.012 0.086
H 3.21088 -0.30355 -0.63555 0.012 -0.024 -0.077 0.111
H 4.89915 0.58206 0.69005 0.008 -0.014 0.010 0.121
H 4.64772 -0.97968 1.43163 0.013 0.030 -0.023 0.122
H 3.49308 1.67274 2.43167 0.019 -0.003 0.009 0.109
H 4.93275 0.90466 3.05638 -0.008 0.009 -0.004 0.115
H 2.08760 -0.22675 3.29073 0.021 0.007 0.007 0.046
H 3.07691 0.43685 4.57940 0.007 -0.003 -0.014 0.083
H 3.55478 -1.07083 3.81478 -0.016 0.017 -0.013 0.074